Entry 1:
25
Properties=species:S:1:pos:R:3:forces:R:3:nbo_charge:R:1 method="wB97M-V/def2-TZVPD" orbital_gap_ev="4.705 / 4.706" e_tot_ev=-14103.198 charge=-1 smiles="CC(C)(O)/C=C/[C@@H]1CC[N-]O1" relative_energy_kcal_mol=51.0
C 0.834554 0.683881 0.775699 -0.6 -0.1 1.3 -0.208
H 2.423656 1.711795 -1.882201 -1.5 -1.3 0.1 0.173
H -3.197308 1.212511 0.926942 0.7 0.1 0.9 0.194
H 1.024233 1.191861 1.764331 -1.2 -0.5 -1.0 0.194
C -0.143362 -0.083782 0.310211 -3.4 1.0 3.2 -0.270
H 0.718216 1.021855 -1.691779 -1.4 0.3 -0.7 0.193
C 1.994510 0.661327 -0.052933 2.6 -0.8 -0.7 -0.017
C -2.397115 -1.186413 0.111478 -0.1 1.2 -1.5 -0.643
N 2.073502 -1.410576 -1.062798 -1.2 -2.3 -0.7 -0.519
H -1.177833 -1.742201 2.238339 0.4 -0.8 0.0 0.459
C -1.548157 -0.278113 1.006968 1.1 1.3 0.8 0.211
H 3.344683 -0.504738 -2.441963 -0.9 0.5 -0.5 0.112
O 2.646135 -0.684837 -0.023642 0.5 0.7 0.6 -0.448
H -1.500007 1.986627 1.006684 -1.5 -1.7 0.9 0.219
C 1.733865 0.812551 -1.555012 4.3 2.3 0.2 -0.442
O -1.343168 -0.814251 2.332637 -0.5 -0.2 0.2 -0.751
C 2.236122 -0.552344 -2.176323 0.3 1.4 1.5 -0.265
H -1.822265 -2.128673 -0.020898 -0.5 0.6 -0.4 0.218
H -2.446393 -0.536676 -0.853372 0.2 -1.6 1.1 0.217
H -2.154598 1.084968 2.525484 -0.6 0.5 -0.9 0.235
H 1.518669 -0.667372 -2.984565 0.4 -1.0 -0.5 0.172
H 0.079059 -0.728221 -0.470511 0.4 -0.9 -2.0 0.239
H 2.756543 1.255138 0.457523 0.3 0.5 -0.8 0.162
H -3.462596 -1.424166 0.345997 0.9 0.4 0.5 0.201
C -2.190948 1.119849 1.413704 1.3 0.4 -1.7 -0.636

=====

Entry 2:
22
Properties=species:S:1:pos:R:3:forces:R:3:nbo_charge:R:1 method="wB97M-V/def2-TZVPD" orbital_gap_ev=9.450 e_tot_ev=-22500.814 smiles="CC1(C)N=CC=C[C@]1(C)Cl" relative_energy_kcal_mol=53.8
H 0.896523 1.638631 1.976703 1.0 -0.5 1.1 0.233
C -1.959335 0.828114 -0.239083 2.7 -1.8 -0.4 0.073
C -0.185352 -0.652549 -0.197983 1.3 -0.5 -1.9 0.001
H 1.705735 -0.235794 2.007531 -0.9 2.1 0.8 0.251
H -0.078074 -0.075965 -2.483975 0.4 -1.3 2.0 0.220
H -1.525894 2.839203 -0.487215 -0.7 2.1 -0.7 0.209
H 0.994875 2.545116 -0.300166 2.2 2.8 -0.2 0.212
H 1.322097 -2.067355 0.597257 -1.4 1.0 0.3 0.226
N -1.612255 -0.405573 -0.145574 -0.8 1.3 0.5 -0.364
H -2.909532 1.132042 -0.474713 -2.9 -0.1 0.1 0.180
H -0.881108 -1.649831 -2.132091 2.2 1.1 1.3 0.230
C -1.047248 1.931348 -0.396743 2.7 -0.2 1.4 -0.282
H -0.207986 -1.922870 1.588016 -0.1 0.3 0.5 0.222
Cl 2.445326 0.222012 -0.430129 -0.4 0.2 0.3 -0.090
C 0.191350 -1.853041 0.594720 1.7 -4.0 -0.9 -0.632
H 0.962300 -1.454833 -1.996725 0.4 -0.4 0.3 0.224
H -0.064165 -2.856674 0.105662 -0.5 1.5 0.4 0.230
C 0.886323 0.555028 1.815188 1.2 -1.5 -1.5 -0.662
H -0.019782 0.146562 2.189942 -0.9 -0.1 0.7 0.221
C 0.283872 1.853266 -0.155314 -3.7 -4.3 -0.5 -0.126
C 0.764922 0.467552 0.294105 -0.5 1.5 -1.0 0.041
C 0.037407 -0.984389 -1.729416 -3.1 0.8 -2.4 -0.616

=====

Entry 3:
74
Properties=species:S:1:pos:R:3:forces:R:3:mulliken_spin:R:1 method="wB97M-V/def2-TZVPD" s2=2.0054 orbital_gap_ev="6.270 / 5.655" e_tot_ev=-87520.618 spin_multiplicity=3 charge=-2 relative_energy_kcal_mol=21.3
F -3.620934 -5.336119 2.248236 0.2 0.1 -0.1 0.000
C 1.900753 2.278593 -0.000346 0.1 -0.1 -0.1 -0.028
C 2.293355 3.560593 0.300879 0.0 0.0 0.0 0.003
C -1.012131 0.566681 2.551794 0.0 0.0 0.0 0.007
C 2.497799 -0.278021 3.190766 -0.1 0.1 -0.1 -0.002
H -3.709682 1.400754 0.184511 0.1 0.0 0.0 0.002
C 2.829394 1.296754 -0.422414 0.0 0.3 0.1 0.032
C -1.803031 -2.659374 0.453512 -0.2 -0.8 0.3 0.039
F 0.360944 -5.581228 -0.275605 -0.2 0.2 0.1 0.000
H -1.071274 0.934895 3.587886 -0.1 0.0 -0.1 0.004
F -1.569472 -0.380963 -2.660243 0.2 -0.2 -0.2 -0.001
H -2.807884 0.794192 -1.223493 0.0 0.1 0.1 -0.002
C 3.302413 -0.600977 4.254556 0.1 -0.1 0.3 -0.002
C -2.811839 0.831702 -0.134401 -0.2 -0.4 -0.1 0.003
Si 3.209253 -1.468461 -0.614394 0.4 -0.4 0.0 -0.013
Pd 0.288551 -0.366961 -0.263717 -0.8 -0.3 -0.2 1.209
F -0.300509 0.313420 -4.857235 -0.1 0.1 0.3 0.008
C -2.665285 -4.732842 1.502351 0.2 -0.4 -0.1 0.000
H -0.769524 2.550060 1.865228 0.0 0.0 0.0 -0.003
C 5.121586 -1.473972 -0.430787 -0.5 0.2 0.0 0.013
H 3.481977 -1.989498 -3.058570 0.1 0.1 -0.1 0.000
H 4.903845 1.008251 -0.927110 0.1 0.0 0.0 -0.002
H -1.742117 2.700048 -1.460871 0.0 0.0 0.0 0.003
C 1.392322 -1.061142 5.572563 0.4 0.0 0.3 -0.003
F -1.495727 -6.810404 1.329358 0.0 0.2 0.0 0.000
F 3.119267 0.148092 2.077206 -0.1 0.0 0.2 -0.004
F 1.641427 0.121683 -3.952108 0.0 0.0 0.3 0.000
C -0.761511 -3.513628 -0.037336 -0.1 0.3 0.0 -0.025
H 3.125779 -3.461795 -2.154062 0.1 -0.2 0.1 0.001
N 0.347219 0.195860 2.223709 -0.2 0.0 -0.7 0.047
F 0.382418 -1.613847 -4.227239 -0.1 -0.2 0.3 0.000
H 1.598479 -2.211604 1.181690 0.0 -0.1 0.1 -0.011
C -1.494182 1.745886 1.707496 0.1 -0.3 0.4 -0.003
N -1.596745 1.532025 0.268948 0.1 0.0 0.0 0.061
C -0.217738 -0.078831 -2.469242 -0.5 0.5 0.5 0.369
H 5.474478 -2.490507 -0.263932 -0.1 -0.2 0.0 0.000
F 0.831237 -1.445251 6.746714 0.1 0.0 -0.2 0.000
C 1.064669 -0.279431 3.225684 0.3 -0.1 0.9 0.014
H -2.466696 2.078847 2.122225 0.0 0.1 -0.2 0.003
H -3.818975 -1.035355 -0.157633 0.0 0.2 0.1 0.001
F -0.209408 1.329182 -2.398804 0.1 -0.1 -0.3 0.001
H 3.258562 -2.497110 1.695834 0.1 0.1 0.1 0.000
F -3.888246 -2.780495 1.724010 0.2 0.0 0.0 0.000
H -2.426712 3.468453 -0.012953 0.1 -0.1 0.1 0.001
H 5.435342 -0.868861 0.415987 0.0 0.1 0.2 -0.001
C -2.774312 -3.388656 1.219532 0.1 0.2 -0.2 0.003
N 2.400567 0.038524 -0.623749 -0.1 -0.7 -0.1 0.139
C 0.583294 -0.765041 4.496936 -0.1 0.1 -0.3 0.004
F -0.745868 -1.012662 4.703206 0.2 0.0 -0.1 0.000
H -1.688118 -0.284979 2.473610 -0.1 0.1 0.1 -0.009
H -0.657560 3.340853 -0.232052 0.0 0.1 0.0 -0.001
C 3.623376 3.945029 0.165087 0.2 0.3 0.0 -0.002
F 3.568706 -1.260917 6.550829 -0.1 0.0 -0.2 0.000
H 0.874691 1.941187 0.117213 0.2 0.3 0.1 0.017
H -3.260761 -0.559563 1.442658 0.0 0.0 -0.1 -0.001
C 2.889196 -2.403604 -2.246481 0.0 0.2 0.6 0.003
F 4.646994 -0.499640 4.137669 -0.2 0.0 0.0 0.000
H 1.843075 -2.329734 -2.515734 -0.2 0.0 -0.1 0.003
H 5.585468 3.302552 -0.403640 0.0 0.0 0.0 0.000
C -1.600754 -5.486733 1.035915 -0.1 0.0 0.0 0.001
C 2.771036 -0.983706 5.482915 -0.1 0.0 0.0 0.007
F 0.142326 -2.948264 -0.878170 0.0 -0.2 0.2 -0.006
H 5.616196 -1.098798 -1.325109 0.1 0.1 -0.1 0.000
H 1.562465 4.277099 0.661141 -0.1 0.0 0.0 0.000
C 2.583070 -2.547160 0.844232 0.0 0.3 -0.5 0.033
C -0.650167 -4.850065 0.241466 0.0 -0.3 0.1 0.005
C -2.968470 -0.593109 0.385747 0.0 0.1 0.0 -0.004
C -1.605601 2.831212 -0.390742 0.0 0.1 -0.2 0.003
H 2.501518 -3.590140 0.543652 -0.1 -0.2 -0.1 0.002
C 4.167558 1.718522 -0.583878 -0.1 0.0 0.0 0.005
C 4.545594 3.012197 -0.287927 0.0 0.1 0.0 0.003
N -1.782347 -1.379575 0.147351 0.4 0.7 -0.1 0.065
C 0.379966 -0.322657 -3.854054 0.4 0.1 -0.7 0.009
H 3.932813 4.956036 0.402133 0.0 0.0 0.0 0.000

=====

Entry 4:
14
Properties=species:S:1:pos:R:3:forces:R:3:nbo_charge:R:1 method="wB97M-V/def2-TZVPD" orbital_gap_ev=10.778 e_tot_ev=-9844.818 relative_energy_kcal_mol=56.8
H 1.052805 -2.183711 0.282986 0.0 0.1 0.1 0.217
C 1.384093 -0.051386 0.436810 0.0 0.3 0.2 0.444
H 2.163741 -0.141279 -0.350322 -0.1 0.0 0.1 0.106
H -0.094107 -0.960722 -1.806071 -0.1 0.1 -0.1 0.153
O 1.102188 1.039173 0.875493 0.2 -0.5 -0.2 -0.535
N -1.652769 0.152664 -1.133014 0.3 0.1 -0.3 -0.594
H 1.063032 -1.526275 1.937526 0.0 0.0 -0.1 0.247
O -1.481216 2.096877 2.154092 0.1 0.1 -1.3 -0.503
C -1.387485 2.172104 1.025460 -0.2 0.1 1.4 0.506
C -0.564339 0.026469 -1.767610 -0.2 -0.1 0.0 -0.060
H -1.960994 1.126237 -1.155698 0.0 -0.1 0.0 0.345
H -0.032486 0.837183 -2.278641 -0.1 0.0 0.1 0.157
C 0.750338 -1.336440 0.905164 0.0 0.0 0.0 -0.742
H -0.339707 -1.236299 0.891157 0.2 0.0 0.0 0.259

=====

Entry 5:
19
Properties=species:S:1:pos:R:3:forces:R:3:nbo_charge:R:1 method="wB97M-V/def2-TZVPD" orbital_gap_ev=9.458 e_tot_ev=-13319.890 smiles="N/N=C(/NO)NCCO" relative_energy_kcal_mol=225.9
H -0.203595 -3.427700 -0.993534 0.2 1.0 0.2 0.483
H 0.492724 1.219484 -2.002474 -0.2 0.5 2.6 0.228
H 1.562946 1.985306 -0.678884 -0.5 -0.4 -0.6 0.213
H 0.047142 -1.478247 2.552926 -0.4 0.4 -1.2 0.361
C 0.609354 1.426985 -0.835233 1.1 2.5 -1.9 -0.264
H 1.300034 -1.210752 -1.853135 -2.8 -1.6 0.0 0.371
H -1.650547 2.247461 -0.290825 3.6 -0.3 1.1 0.176
N -0.633875 -1.088468 1.850194 -2.2 -2.1 0.9 -0.728
C 0.097589 -0.818987 -0.380075 -3.9 -11.2 1.0 0.524
N -0.470338 -1.688787 0.547167 1.7 2.4 -2.7 -0.466
H -1.539550 -1.691896 2.101933 2.2 2.5 0.0 0.396
N 0.816241 0.177894 -0.113491 1.1 3.5 1.2 -0.600
H -0.319038 0.720773 1.441013 -1.0 4.9 1.2 0.467
H -0.432263 3.586589 -0.066483 1.4 -2.6 0.2 0.238
N 0.235283 -1.429416 -1.629360 1.9 -1.3 -1.7 -0.339
H 0.503157 0.260829 0.888091 3.1 0.3 -1.8 0.385
O -0.104732 -2.987861 -1.862252 0.9 3.5 0.5 -0.555
C -0.396234 2.406167 -0.027999 -2.5 -2.4 1.0 -0.116
O 0.085702 1.790628 1.352420 -3.8 0.5 -0.2 -0.774

=====

Entry 6:
27
Properties=species:S:1:pos:R:3:forces:R:3:nbo_charge:R:1 method="wB97M-V/def2-TZVPD" orbital_gap_ev=2.824 e_tot_ev=-85679.001 charge=-6
H -11.690902 1.170344 -17.253970 -0.2 -0.3 0.4 0.483
H -10.036855 -0.681906 -21.999290 -0.2 0.1 0.0 0.454
S -8.206580 -6.850044 -18.741549 1.2 -0.9 -0.3 2.589
O -11.250421 1.113811 -18.101911 0.0 -0.1 -0.3 -0.936
O -6.720011 -7.004741 -18.692386 -0.2 -0.4 0.6 -1.110
H -8.925312 -1.708530 -21.950219 0.4 -0.3 0.1 0.477
O -15.316198 -2.941215 -17.792699 -1.3 1.0 0.6 -1.146
O -4.456489 0.001955 -17.080008 0.9 1.0 1.2 -1.153
O -4.875600 0.042015 -19.424613 0.4 0.8 -1.8 -1.160
O -10.622287 -2.432545 -14.635855 1.3 1.3 -1.2 -1.064
O -15.145838 -3.040662 -20.207024 -0.2 1.0 -1.6 -1.167
O -12.715832 -2.904933 -13.624871 -2.4 -0.2 -0.5 -1.102
H -10.973185 2.010760 -18.288612 0.3 0.1 -0.1 0.452
S -11.302008 -3.195708 -13.563598 -0.1 0.2 0.8 2.591
O -6.543735 -0.738908 -17.911137 -3.4 0.2 0.3 -1.138
S -5.122198 -0.703403 -18.184966 1.5 -1.5 0.5 2.601
O -4.614950 -2.091507 -18.252232 0.4 0.1 -0.5 -1.107
O -8.924817 -7.461210 -17.632747 0.1 -1.0 1.2 -1.057
O -9.656990 -1.360158 -21.440791 -0.2 0.1 0.2 -0.930
S -14.602441 -3.540248 -18.930324 -2.5 -1.0 1.3 2.601
O -14.857589 -4.996133 -18.887330 0.4 -0.9 -0.3 -1.121
O -8.526780 -5.438765 -18.771595 -0.4 3.5 0.0 -1.030
O -8.681447 -7.411725 -20.000984 -0.6 -1.3 -2.0 -1.122
O -10.957346 -4.597960 -13.684913 0.0 -1.2 0.1 -1.077
O -13.214115 -3.204190 -18.744595 3.5 0.5 -0.6 -1.112
O -10.882531 -2.671580 -12.237580 1.3 0.5 0.9 -1.125
Mg -9.898684 -2.039641 -18.141724 0.0 -1.3 0.8 1.410

=====

Repeat the fifth record exactly.
19
Properties=species:S:1:pos:R:3:forces:R:3:nbo_charge:R:1 method="wB97M-V/def2-TZVPD" orbital_gap_ev=9.458 e_tot_ev=-13319.890 smiles="N/N=C(/NO)NCCO" relative_energy_kcal_mol=225.9
H -0.203595 -3.427700 -0.993534 0.2 1.0 0.2 0.483
H 0.492724 1.219484 -2.002474 -0.2 0.5 2.6 0.228
H 1.562946 1.985306 -0.678884 -0.5 -0.4 -0.6 0.213
H 0.047142 -1.478247 2.552926 -0.4 0.4 -1.2 0.361
C 0.609354 1.426985 -0.835233 1.1 2.5 -1.9 -0.264
H 1.300034 -1.210752 -1.853135 -2.8 -1.6 0.0 0.371
H -1.650547 2.247461 -0.290825 3.6 -0.3 1.1 0.176
N -0.633875 -1.088468 1.850194 -2.2 -2.1 0.9 -0.728
C 0.097589 -0.818987 -0.380075 -3.9 -11.2 1.0 0.524
N -0.470338 -1.688787 0.547167 1.7 2.4 -2.7 -0.466
H -1.539550 -1.691896 2.101933 2.2 2.5 0.0 0.396
N 0.816241 0.177894 -0.113491 1.1 3.5 1.2 -0.600
H -0.319038 0.720773 1.441013 -1.0 4.9 1.2 0.467
H -0.432263 3.586589 -0.066483 1.4 -2.6 0.2 0.238
N 0.235283 -1.429416 -1.629360 1.9 -1.3 -1.7 -0.339
H 0.503157 0.260829 0.888091 3.1 0.3 -1.8 0.385
O -0.104732 -2.987861 -1.862252 0.9 3.5 0.5 -0.555
C -0.396234 2.406167 -0.027999 -2.5 -2.4 1.0 -0.116
O 0.085702 1.790628 1.352420 -3.8 0.5 -0.2 -0.774